Entry from OMol25: a structure of composition C25H29N2OS2SeSiTc (the ωB97M-V functional and the def2-TZVPD basis).

Computed properties:
HOMO-LUMO gap (alpha / beta) = 7.11 / 6.55 eV
LUMO (alpha / beta) = 0.0065 / -0.0289 Ha

Structure (ORCA input):
```
! RIJCOSX wB97M-V def2-TZVPD def2/J DEFGRID3
* xyz 0 3
Tc -0.13859 -2.38462 0.46291
C 2.47800 -0.89781 1.37432
C 1.36250 -0.36022 2.25757
N 0.27386 -1.34758 2.42434
C 0.43738 -2.33503 3.50794
C 1.39872 -3.47036 3.15873
S 1.14114 -4.14401 1.46925
C 2.78565 -3.87459 0.71546
C 2.81437 -2.71374 -0.27723
N 1.95875 -1.60114 0.17264
H 3.10050 -1.60311 1.92161
H 3.12870 -0.07199 1.08161
H 0.91953 0.52197 1.80271
H 1.77491 -0.06704 3.22628
H -0.59689 -0.84353 2.55491
H -0.54991 -2.74875 3.69592
H 0.79002 -1.85286 4.42400
H 1.24276 -4.29077 3.85849
H 2.44283 -3.16943 3.24303
H 3.06124 -4.79486 0.20354
H 3.49422 -3.74602 1.53250
H 2.42385 -3.04061 -1.23729
H 3.85196 -2.39688 -0.42320
H 1.82263 -0.93822 -0.58497
S -0.40990 -3.87026 -2.59253
C -0.30562 -3.20759 -1.18390
Se -2.20244 -3.26060 1.21417
O -0.68081 -0.52432 -0.09596
Si -0.95408 0.89487 -0.78444
C -0.47306 2.21533 0.46883
C 0.73381 2.92582 0.43956
C 1.12325 3.73757 1.50535
C 0.30789 3.85872 2.62401
C -0.90267 3.17276 2.67051
C -1.28528 2.36867 1.60320
C -2.76105 1.08045 -1.17295
C -3.26732 1.88571 -2.19991
C -4.63762 1.99534 -2.41464
C -5.52568 1.29183 -1.61016
C -5.04316 0.47437 -0.59531
C -3.67363 0.36903 -0.38166
C 0.09949 1.13086 -2.31892
C 0.61709 0.00388 -2.96717
C 1.42157 0.11558 -4.09836
C 1.72709 1.37030 -4.60739
C 1.22347 2.50929 -3.98578
C 0.42355 2.38860 -2.85342
H 1.38912 2.84599 -0.42566
H 2.06126 4.27982 1.45777
H 0.60456 4.49506 3.44959
H -1.55203 3.27464 3.53282
H -2.24098 1.84979 1.65435
H -2.59060 2.42783 -2.85321
H -5.01241 2.62144 -3.21555
H -6.59262 1.37080 -1.78122
H -5.73144 -0.09279 0.01998
H -3.30360 -0.31009 0.38363
H 0.33881 -0.98529 -2.61306
H 1.79240 -0.77699 -4.59003
H 2.34997 1.46185 -5.48933
H 1.45712 3.48994 -4.38449
H 0.05743 3.29301 -2.37379
*
```



Entry from OMol25: an isolated molecule of C25H29N3O6S (the ωB97M-V functional and the def2-TZVPD basis).

Computed properties:
HOMO-LUMO gap = 8.91 eV
Energy above the lowest of the compared OMol25 structures with the same formula, charge and spin = 41.1 kcal per mole
LUMO = 0.0146 Ha

Structure (ORCA input):
```
! RIJCOSX wB97M-V def2-TZVPD def2/J DEFGRID3
* xyz 0 1
C 4.44774 -7.03869 -2.13874
H 4.82774 -7.12062 -1.12429
H 3.62955 -7.74306 -2.25945
H 5.24006 -7.28735 -2.83879
C 3.95505 -5.62350 -2.39561
H 4.77780 -4.90604 -2.26930
H 3.56562 -5.53686 -3.41929
O 2.92689 -5.35199 -1.46148
C 2.30780 -4.14857 -1.48906
C 1.28826 -3.96323 -0.55116
C 0.59200 -2.77693 -0.48623
C 0.89590 -1.73640 -1.36066
C 1.90159 -1.92292 -2.30022
C 2.60854 -3.11061 -2.36625
H 3.38155 -3.21604 -3.11063
H 2.13385 -1.13190 -2.99754
N 0.16738 -0.51872 -1.33057
C 0.74473 0.68435 -1.13141
O 0.13252 1.73450 -1.22456
C 2.21489 0.69023 -0.72425
N 2.40216 1.86235 0.10099
S 1.28155 2.04854 1.34246
O 0.55623 0.80886 1.50316
O 2.02881 2.51633 2.47559
C 0.19311 3.36085 0.82939
C 0.76617 4.53674 0.39100
C -0.05640 5.58849 0.02432
C -1.43332 5.45141 0.10942
C -1.99269 4.26657 0.55946
C -1.17441 3.21027 0.92388
H -1.58071 2.27528 1.27273
H -3.06494 4.16121 0.62564
H -2.07300 6.27268 -0.17823
H 0.37485 6.51343 -0.32803
H 1.84020 4.61074 0.33741
H 3.33704 1.96253 0.46552
H 2.84739 0.78599 -1.61131
H 2.46163 -0.23959 -0.19629
C -1.26215 -0.56417 -1.62284
C -1.55838 -1.33145 -2.91219
C -1.06664 -0.59067 -4.14762
H -1.30090 -1.15788 -5.04505
H -1.54090 0.38525 -4.22116
H 0.01002 -0.44283 -4.10735
H -2.63825 -1.47382 -2.96376
H -1.09841 -2.32031 -2.85638
H -1.56575 0.48441 -1.74786
C -2.10362 -1.11834 -0.45653
O -3.07316 -1.82456 -0.64726
N -1.69968 -0.71780 0.75967
H -0.87559 -0.13762 0.88793
C -2.41780 -1.08158 1.96828
C -2.81613 0.13401 2.73724
C -2.07443 1.00042 3.48828
C -2.97142 2.00212 3.93472
C -4.18666 1.66871 3.42278
O -4.10205 0.54375 2.69453
H -5.15174 2.12799 3.50478
H -2.73806 2.84711 4.54908
H -1.02251 0.93914 3.67899
H -1.77875 -1.71680 2.59233
H -3.30763 -1.63700 1.65995
H -0.19073 -2.65596 0.24343
H 1.06047 -4.77491 0.12084
*
```



Entry from OMol25: an isolated molecule of C25H29NO2 in a non-equilibrium geometry (the ωB97M-V functional and the def2-TZVPD basis).

Computed properties:
HOMO-LUMO gap = 8.01 eV
Energy above the lowest of the compared OMol25 structures with the same formula, charge and spin = 63.0 kcal per mole
LUMO = 0.0150 Ha

Structure (ORCA input):
```
! RIJCOSX wB97M-V def2-TZVPD def2/J DEFGRID3
* xyz 0 1
C 3.33950 0.10885 1.36446
C 2.63096 -1.07318 0.75099
C 1.74322 -0.80500 -0.48381
C 2.10893 -1.98848 -1.40268
C 3.08897 -1.80854 -2.57777
O 1.53001 -3.06604 -1.22494
O 2.62701 -2.17707 1.35134
H 4.05188 0.60378 0.64489
H 2.62895 0.85610 1.76965
H 3.93743 -0.18799 2.23729
H 2.07268 0.14182 -0.95543
H 3.66520 -0.86396 -2.51723
H 3.79669 -2.66725 -2.57949
H 2.57808 -1.89980 -3.55969
C -2.67744 -1.31177 2.29504
C -1.21761 -1.27876 2.78756
C -1.26573 -1.12861 4.31358
C -0.46886 -2.56507 2.42253
C -0.51035 -0.03912 2.19193
N -0.47852 1.10987 2.87415
C -0.04878 2.16227 2.07883
C 0.26082 1.58810 0.79633
C 0.62126 2.38958 -0.29132
C 0.67554 3.78506 -0.13069
C 0.40212 4.32727 1.13698
C 0.04575 3.52629 2.25086
C -0.06193 0.21853 0.89970
C 0.13272 -0.69614 -0.24572
C -0.69177 -0.26747 -1.44228
C -1.65477 0.73519 -1.60337
C -2.11892 1.11012 -2.87701
C -1.74845 0.43485 -4.03510
C -2.16751 0.82977 -5.44317
C -0.97540 -0.71002 -3.83939
C -0.58512 -1.13244 -2.54127
H -2.74669 -1.36969 1.19503
H -3.23014 -2.13126 2.76529
H -3.15848 -0.36705 2.57050
H -0.25999 -0.99982 4.73668
H -1.94405 -0.32532 4.62516
H -1.65796 -2.05499 4.74163
H 0.59844 -2.39941 2.58418
H -0.79426 -3.40840 3.04921
H -0.55193 -2.81756 1.36948
H -0.73816 1.15900 3.89873
H 0.79370 1.86271 -1.24379
H 0.92108 4.38451 -0.99108
H 0.45196 5.43349 1.19028
H -0.12651 4.02970 3.22211
H -0.13322 -1.78270 0.11310
H -2.13299 1.22731 -0.71277
H -2.77054 1.98209 -2.96237
H -1.79126 0.15030 -6.23576
H -3.26101 0.85812 -5.58838
H -1.85707 1.84780 -5.77258
H -0.64910 -1.37260 -4.62774
H -0.22837 -2.16700 -2.34262
*
```